98
Properties=species:S:1:pos:R:3 method="wB97M-V/def2-TZVPD" e_homo_ev="-2.515 / -4.215" charge=-1 multiplicity=5
Cr -0.283 0.125 0.264
Cl 3.777 -4.747 4.108
C 2.603 -3.644 3.411
C 1.334 -3.551 3.968
C 0.418 -2.678 3.397
C 0.714 -1.893 2.273
O -0.228 -1.121 1.783
C 2.036 -1.983 1.726
C 2.489 -1.219 0.608
N 1.776 -0.292 -0.051
C 2.342 0.433 -1.053
C 3.702 0.494 -1.384
C 4.128 1.206 -2.512
C 3.248 1.856 -3.345
C 1.862 1.827 -3.045
C 0.870 2.406 -3.855
C -0.455 2.280 -3.518
C -0.800 1.616 -2.340
N 0.110 1.089 -1.542
C 1.421 1.154 -1.882
C 2.951 -2.877 2.324
H 1.069 -4.150 4.829
H -0.582 -2.587 3.806
H 3.495 -1.443 0.265
H 4.433 -0.001 -0.761
H 5.188 1.242 -2.736
H 3.592 2.388 -4.224
H 1.164 2.945 -4.748
H -1.234 2.723 -4.124
H -1.827 1.534 -2.014
H 3.952 -2.953 1.912
Cl 2.043 6.642 2.601
C 1.065 5.489 1.709
C 0.226 5.951 0.732
C -0.566 5.060 0.020
I -1.863 5.772 -1.456
C -0.599 3.656 0.249
O -1.370 2.876 -0.341
C 0.370 3.180 1.252
N 0.488 1.824 1.464
C 1.300 1.406 2.414
C 2.072 2.258 3.210
C 2.018 3.598 2.991
C 1.159 4.108 1.993
H 0.188 7.012 0.521
H 1.366 0.344 2.569
H 2.713 1.830 3.969
H 2.624 4.283 3.567
C -2.985 0.150 -4.510
O -2.643 -0.919 -3.650
C -2.147 -2.056 -4.208
C -1.780 -2.176 -5.539
C -1.258 -3.372 -6.024
C -1.102 -4.447 -5.169
C -1.460 -4.321 -3.832
C -1.982 -3.138 -3.333
N -2.357 -3.060 -1.974
C -2.073 -1.895 -1.188
N -3.172 -1.396 -0.637
C -3.320 -0.384 0.345
C -2.262 0.352 0.848
C -2.588 1.234 1.893
C -3.872 1.392 2.365
C -4.930 0.669 1.805
C -4.643 -0.222 0.796
O -5.584 -1.010 0.165
C -6.917 -0.894 0.612
N -0.867 -1.452 -1.014
C 0.170 -2.216 -1.647
C 0.829 -1.741 -2.765
C 1.884 -2.449 -3.330
C 2.265 -3.658 -2.780
C 1.575 -4.184 -1.690
C 0.523 -3.471 -1.132
O -0.279 -3.951 -0.144
C 0.148 -5.121 0.541
H -3.442 0.909 -3.881
H -3.698 -0.176 -5.272
H -2.103 0.574 -4.994
H -1.898 -1.335 -6.208
H -0.971 -3.449 -7.065
H -0.686 -5.380 -5.528
H -1.309 -5.149 -3.147
H -2.040 -3.875 -1.463
H -4.022 -1.858 -0.916
H -1.805 1.828 2.346
H -4.076 2.094 3.165
H -5.941 0.813 2.160
H -7.504 -1.597 0.027
H -7.302 0.117 0.456
H -7.003 -1.146 1.673
H 0.518 -0.796 -3.194
H 2.404 -2.044 -4.190
H 3.090 -4.217 -3.205
H 1.863 -5.143 -1.282
H -0.537 -5.250 1.374
H 1.158 -4.997 0.934
H 0.109 -5.998 -0.113

---

5
Properties=species:S:1:pos:R:3 method="wB97M-V/def2-TZVPD" e_homo_ev="-10.219 / -10.221" relative_energy_kcal_mol=15.2 charge=0
N 0.264 -0.423 -1.115
S 0.339 -0.583 0.333
Cl -1.997 -0.341 1.347
Cl 1.042 1.173 1.247
H 0.352 0.175 -1.812

---

20
Properties=species:S:1:pos:R:3 method="wB97M-V/def2-TZVPD" e_homo_ev="-11.866 / -11.853" relative_energy_kcal_mol=46.1 charge=+1 multiplicity=2
N 0.278 -0.293 -3.090
C 1.380 -1.057 -2.757
N 1.613 -2.223 -3.301
H 0.013 0.449 -2.450
H -0.419 -0.711 -3.700
H 2.118 -0.580 -2.095
H 2.597 -2.380 -3.330
C -1.067 -0.354 0.630
N -0.106 0.162 1.625
C 0.282 1.564 1.265
C -0.833 0.264 2.938
H -0.669 -0.465 -0.396
H -1.859 0.407 0.579
H -1.529 -1.292 0.939
H 1.061 1.994 1.907
H 0.724 1.423 0.270
H -0.559 2.282 1.124
H -0.169 0.677 3.711
H -1.097 -0.759 3.240
H -1.760 0.892 2.892

---

97
Properties=species:S:1:pos:R:3 method="wB97M-V/def2-TZVPD" e_homo_ev="-18.987 / -19.016" relative_energy_kcal_mol=25.8 charge=+4 multiplicity=2
Ir 0.578 -0.401 0.045
C 0.525 -2.553 -1.244
C 1.885 -2.660 -1.602
C 2.280 -2.511 -2.919
C 1.315 -2.289 -3.903
C -0.032 -2.203 -3.573
C -0.430 -2.338 -2.250
H 0.204 -3.021 -0.321
H 2.616 -2.967 -0.859
H 3.319 -2.637 -3.198
H 1.617 -2.224 -4.941
H -0.774 -2.085 -4.350
H -1.483 -2.342 -2.006
C 1.843 2.834 1.559
Si 0.464 1.590 1.553
C 0.255 0.861 3.214
C 0.580 1.542 4.391
C 0.429 0.919 5.628
C -0.020 -0.396 5.700
C -0.324 -1.098 4.539
C -0.200 -0.450 3.309
P -0.666 -1.277 1.803
C -0.389 -3.019 2.068
C -1.478 -3.807 2.460
C -1.281 -5.151 2.750
C -0.020 -5.716 2.638
C 1.069 -4.939 2.253
C 0.883 -3.598 1.978
C -2.364 -1.026 1.386
C -3.080 0.048 1.934
C -4.428 0.181 1.650
C -5.064 -0.746 0.828
C -4.359 -1.818 0.284
C -3.008 -1.952 0.544
C -1.016 2.527 0.983
C -1.655 3.472 1.788
C -2.654 4.282 1.257
C -3.017 4.165 -0.084
C -2.392 3.230 -0.897
C -1.395 2.420 -0.346
P -0.510 1.208 -1.296
C 0.963 1.876 -2.070
C 1.144 3.252 -2.226
C 2.229 3.715 -2.963
C 3.119 2.817 -3.551
C 2.947 1.443 -3.388
C 1.875 0.972 -2.637
C -1.602 0.706 -2.594
C -2.876 0.251 -2.240
C -3.790 -0.051 -3.231
C -3.437 0.099 -4.572
C -2.172 0.553 -4.924
C -1.241 0.844 -3.939
H 1.482 3.651 2.193
H 1.983 3.297 0.575
H 2.795 2.502 1.984
H 0.949 2.561 4.362
H 0.677 1.454 6.535
H -0.126 -0.881 6.661
H -0.651 -2.128 4.603
H -2.467 -3.379 2.558
H -2.121 -5.755 3.068
H 0.120 -6.766 2.859
H 2.052 -5.384 2.180
H 1.744 -3.000 1.710
H -2.599 0.744 2.609
H -4.997 0.986 2.097
H -6.122 -0.640 0.623
H -4.871 -2.553 -0.324
H -2.468 -2.805 0.151
H -1.389 3.581 2.836
H -3.151 5.009 1.887
H -3.792 4.799 -0.494
H -2.678 3.141 -1.938
H 0.436 3.955 -1.802
H 2.361 4.780 -3.108
H 3.932 3.191 -4.164
H 3.612 0.749 -3.890
H 1.705 -0.101 -2.563
H -3.155 0.163 -1.199
H -4.786 -0.384 -2.970
H -4.158 -0.134 -5.346
H -1.916 0.690 -5.966
H -0.260 1.205 -4.222
N 4.330 2.057 -0.310
C 4.749 0.868 0.505
C 4.030 -0.441 0.222
N 2.677 -0.657 0.842
H 5.060 2.775 -0.290
H 3.474 2.484 0.048
H 4.159 1.825 -1.298
H 4.667 1.153 1.555
H 5.806 0.717 0.292
H 4.694 -1.198 0.640
H 3.953 -0.638 -0.848
H 2.693 -0.354 1.816
H 2.588 -1.669 0.902

---

We obtain energy values of -4780.079774; -1373.854967; -324.092505; -2927.087524 Ha for the records listed above, in that order.